ORCA calculation (ωB97M-V with the def2-TZVPD basis set) on a 2-piece molecular cluster, C5H9NO2 overall at a distorted geometry.

XYZ file:
```
17
C5H9NO2 ωB97M-V with the def2-TZVPD basis set
C -1.410 -0.064 -1.195
C -0.139 0.066 -0.447
C 0.776 -0.885 -0.193
N 0.761 -2.204 -0.487
C 1.190 0.240 -0.996
H -1.524 0.770 -1.894
H -2.254 -0.035 -0.499
H -1.474 -0.996 -1.764
H 0.715 -2.405 -1.483
H 1.532 -2.702 -0.046
H 1.324 0.078 -2.055
H 1.821 0.978 -0.523
O -1.582 1.361 2.224
C -0.404 1.034 2.213
O 0.580 1.952 2.364
H -0.013 0.005 2.386
H 0.102 2.806 2.396
```

Properties
SMILES	CC1=C(N)C1.O=CO
energy	-10912.214	eV
LUMO level	0.01251	hartree
maximum force	3.6	eV/A
multiplicity	1

Löwdin population analysis, charges in e, atoms 1 to 6:
1 C -0.040
2 C -0.213
3 C -0.311
4 N 0.077
5 C -0.074
6 H 0.079

***

ORCA calculation (ωB97M-V with the def2-TZVPD basis set) on a 2-piece molecular cluster, C5H15NO2 overall at a distorted geometry.

XYZ file:
```
23
C5H15NO2 ωB97M-V with the def2-TZVPD basis set
C -2.116 -0.542 0.954
C -1.437 -0.053 -0.344
C -0.001 -0.608 -0.625
C 0.728 0.344 -1.553
O -0.108 0.902 -2.552
N 0.837 -0.742 0.557
C 0.941 -2.088 1.097
H -3.137 -0.899 0.849
H -1.570 -1.298 1.505
H -2.146 0.334 1.608
H -2.099 -0.224 -1.190
H -1.285 1.027 -0.264
H -0.122 -1.573 -1.118
H 1.629 -0.120 -1.967
H 1.200 1.181 -1.008
H 0.284 0.897 -3.413
H 0.643 -0.147 1.339
H 1.659 -2.137 1.932
H 1.332 -2.837 0.413
H 0.052 -2.448 1.623
O 0.916 2.419 2.051
H 1.724 1.985 1.736
H 0.394 2.199 1.290
```

Properties
SMILES	CC[C@@H](CO)NC.O
energy	-11012.305	eV
LUMO level	0.02873	hartree
maximum force	1.6	eV/A
multiplicity	1

Löwdin population analysis, charges in e, atoms 1 to 6:
1 C -0.085
2 C -0.182
3 C -0.347
4 C -0.242
5 O -0.055
6 N -0.079

***

ORCA calculation (ωB97M-V with the def2-TZVPD basis set) on a 20-piece molecular cluster, C63H125F9N8O23 overall at a distorted geometry.

XYZ file:
```
228
C63H125F9N8O23 ωB97M-V with the def2-TZVPD basis set
C -4.167 1.912 -0.712
C -5.502 2.181 -1.348
O -5.682 3.573 -1.739
C -5.964 4.410 -0.741
O -5.962 4.228 0.424
C -6.251 5.823 -1.347
F -5.144 6.529 -1.324
F -6.632 5.744 -2.642
F -7.127 6.474 -0.598
H -3.902 0.890 -0.973
H -4.105 2.067 0.353
H -3.404 2.553 -1.258
H -6.342 2.012 -0.706
H -5.622 1.666 -2.307
C 3.135 0.038 4.158
C 3.181 -1.295 3.451
O 4.282 -2.098 3.928
C 4.631 -3.150 3.240
O 4.185 -3.610 2.229
C 5.916 -3.854 3.848
F 5.711 -5.191 3.869
F 6.934 -3.528 3.124
F 6.107 -3.456 5.111
H 4.031 0.622 3.969
H 3.019 -0.128 5.222
H 2.252 0.487 3.645
H 3.365 -1.153 2.406
H 2.321 -1.940 3.526
C 7.585 -1.874 -1.161
C 6.986 -3.107 -0.472
O 5.708 -3.495 -0.997
C 4.726 -2.685 -0.688
O 4.810 -1.674 -0.053
C 3.428 -3.162 -1.354
F 3.162 -2.398 -2.439
F 3.473 -4.491 -1.691
F 2.383 -3.026 -0.562
H 7.308 -1.909 -2.213
H 8.655 -1.794 -1.140
H 7.169 -0.980 -0.683
H 6.779 -2.862 0.589
H 7.526 -4.070 -0.554
C -4.153 -5.396 4.566
O -5.343 -5.564 4.793
N -3.232 -4.938 5.430
C -3.687 -4.493 6.734
C -1.820 -4.870 5.203
H -3.750 -5.754 3.607
H -3.023 -4.786 7.572
H -4.702 -4.837 7.010
H -3.674 -3.396 6.760
H -1.246 -5.430 5.972
H -1.685 -5.283 4.211
H -1.454 -3.812 5.169
C -3.421 0.653 3.221
O -3.569 1.769 2.782
N -3.868 0.277 4.445
C -3.757 -1.079 4.945
C -4.859 1.086 5.114
H -2.812 -0.127 2.732
H -2.828 -1.550 4.615
H -4.633 -1.722 4.752
H -3.664 -0.918 6.041
H -4.900 2.077 4.731
H -5.849 0.674 5.009
H -4.691 1.170 6.194
C 0.465 -1.397 5.235
O 0.154 -1.777 4.128
N 1.211 -2.153 6.112
C 1.634 -1.577 7.407
C 1.728 -3.482 5.761
H 0.119 -0.452 5.663
H 1.075 -0.676 7.646
H 2.734 -1.504 7.432
H 1.295 -2.273 8.213
H 2.829 -3.624 5.941
H 1.222 -4.239 6.379
H 1.447 -3.592 4.718
C 0.616 3.555 2.975
O 1.579 2.882 2.693
N -0.495 3.045 3.576
C -0.547 1.638 3.901
C -1.568 3.890 4.016
H 0.504 4.609 2.720
H -0.981 0.980 3.191
H -1.131 1.432 4.817
H 0.480 1.378 4.089
H -2.543 3.545 3.662
H -1.548 4.006 5.104
H -1.371 4.918 3.715
C 4.985 6.936 0.450
O 5.928 7.343 1.104
N 4.352 5.750 0.641
C 3.051 5.406 0.008
C 4.670 4.932 1.801
H 4.567 7.514 -0.412
H 2.899 4.304 -0.008
H 2.978 5.728 -1.028
H 2.162 5.765 0.591
H 5.379 4.169 1.492
H 5.124 5.434 2.655
H 3.769 4.393 2.099
C -1.624 -6.032 -0.468
O -0.475 -6.372 -0.695
N -2.150 -4.799 -0.661
C -1.343 -3.757 -1.229
C -3.534 -4.420 -0.403
H -2.358 -6.711 0.037
H -1.136 -2.982 -0.487
H -1.944 -3.282 -2.006
H -0.414 -4.144 -1.669
H -3.922 -4.038 -1.352
H -4.136 -5.277 -0.055
H -3.600 -3.579 0.265
C -1.584 -4.620 -4.332
O -2.341 -3.658 -4.443
N -0.216 -4.471 -4.366
C 0.253 -3.099 -4.437
C 0.721 -5.563 -4.087
H -1.918 -5.646 -4.104
H -0.464 -2.564 -5.036
H 1.274 -3.046 -4.744
H 0.250 -2.599 -3.453
H 0.179 -6.478 -4.372
H 1.567 -5.514 -4.765
H 1.037 -5.528 -3.045
C -4.272 1.293 -4.558
O -5.093 1.727 -5.379
N -3.929 -0.029 -4.420
C -2.864 -0.405 -3.481
C -4.447 -1.083 -5.343
H -3.746 1.924 -3.807
H -1.997 -0.646 -4.088
H -3.150 -1.280 -2.875
H -2.647 0.433 -2.847
H -4.736 -1.980 -4.790
H -5.226 -0.610 -5.907
H -3.650 -1.425 -5.997
C -3.913 4.697 -4.512
C -2.828 4.703 -3.508
O -2.382 3.699 -2.963
C -2.204 6.036 -3.218
H -4.876 4.457 -4.096
H -3.767 3.858 -5.235
H -4.020 5.646 -5.030
H -1.589 5.967 -2.332
H -2.956 6.801 -3.049
H -1.618 6.306 -4.119
C 4.531 0.713 -5.212
C 4.420 0.126 -6.567
O 4.948 0.619 -7.557
C 3.450 -1.056 -6.726
H 5.028 0.002 -4.535
H 3.517 0.835 -4.813
H 5.106 1.632 -5.261
H 2.459 -0.799 -6.373
H 3.785 -1.844 -6.066
H 3.508 -1.423 -7.726
C 1.081 -4.622 1.348
C 0.794 -5.841 2.200
O 0.128 -5.791 3.223
C 1.519 -7.088 1.827
H 0.775 -3.750 1.914
H 0.489 -4.727 0.430
H 2.120 -4.609 1.077
H 2.495 -6.750 1.562
H 1.075 -7.541 0.921
H 1.485 -7.793 2.670
C -0.679 2.815 0.058
C -0.909 4.299 -0.214
O 0.054 4.937 -0.666
C -2.238 4.938 0.047
H 0.326 2.494 0.124
H -1.214 2.367 -0.784
H -1.282 2.439 0.894
H -2.919 4.482 -0.681
H -2.199 6.009 -0.074
H -2.614 4.695 1.028
C 0.767 2.530 -4.169
C 0.326 1.603 -5.291
O 1.005 0.634 -5.532
C -0.955 1.882 -6.033
H -0.004 2.534 -3.402
H 0.744 3.569 -4.559
H 1.723 2.336 -3.739
H -1.142 1.149 -6.817
H -1.025 2.904 -6.450
H -1.738 1.796 -5.289
C 5.948 5.077 -2.124
C 4.803 5.748 -2.912
O 4.620 6.951 -2.831
C 3.799 4.904 -3.656
H 6.561 5.764 -1.579
H 6.592 4.506 -2.816
H 5.399 4.399 -1.497
H 4.167 3.933 -3.940
H 3.505 5.483 -4.550
H 2.919 4.775 -3.008
C -7.116 -0.839 1.818
C -5.796 -1.381 1.192
O -4.807 -1.633 1.895
C -5.672 -1.364 -0.307
H -7.902 -0.920 1.055
H -7.013 0.191 2.168
H -7.475 -1.421 2.668
H -5.685 -0.320 -0.554
H -6.559 -1.843 -0.689
H -4.771 -1.887 -0.643
C 0.380 -0.149 -1.470
C -0.366 -0.379 -0.181
O -1.576 -0.487 -0.144
C 0.390 -0.365 1.158
H -0.308 -0.050 -2.320
H 1.015 -1.041 -1.695
H 1.036 0.702 -1.511
H -0.277 -0.769 1.940
H 0.637 0.727 1.370
H 1.287 -0.972 1.169
C 3.519 1.304 0.588
C 3.815 1.829 -0.810
O 2.959 2.364 -1.505
C 5.214 1.620 -1.361
H 2.910 0.407 0.456
H 2.834 2.044 1.037
H 4.351 1.052 1.196
H 5.373 0.540 -1.447
H 5.935 2.008 -0.638
H 5.284 2.036 -2.334
```

Properties
energy	-150830.070	eV
LUMO level	0.00480	hartree
maximum force	3.4	eV/A
multiplicity	1

Löwdin population analysis, charges in e, atoms 1 to 6:
1 C -0.052
2 C -0.173
3 O 0.014
4 C -0.410
5 O 0.192
6 C -0.556

***

ORCA calculation (ωB97M-V with the def2-TZVPD basis set) on a 2-piece molecular cluster, C8H16N3O4 overall at a distorted geometry.

XYZ file:
```
31
C8H16N3O4 ωB97M-V with the def2-TZVPD basis set
C 1.634 -0.506 0.133
C 1.401 0.771 -0.184
C 0.719 -1.532 -0.323
C 0.146 1.235 -0.687
C -0.562 -1.372 -0.666
C -1.820 -1.916 -1.126
C 2.826 -0.993 0.961
C 2.466 1.889 0.131
N -0.900 0.656 -0.124
N 0.065 2.288 -1.470
N -3.483 -0.046 1.168
O -2.066 0.958 -0.601
O 1.235 -2.852 -0.484
O 4.039 -0.302 0.801
O 3.266 2.020 -0.984
H -2.444 -1.002 -1.431
H -2.525 -2.226 -0.357
H -1.733 -2.660 -1.849
H 2.861 -2.017 0.895
H 2.543 -0.901 2.002
H 2.988 1.618 1.003
H 1.893 2.790 0.316
H -0.890 2.715 -1.605
H 0.849 2.873 -1.548
H -2.749 0.483 0.130
H -3.817 -1.013 1.321
H -4.357 0.441 1.038
H -2.965 0.116 1.987
H 0.464 -3.383 -0.703
H 4.698 -0.960 0.331
H 4.055 1.430 -0.944
```

Properties
energy	-21204.497	eV
net charge	+1
LUMO level	-0.14425	hartree
maximum force	4.2	eV/A
multiplicity	1

Löwdin population analysis, charges in e, atoms 1 to 6:
1 C -0.055
2 C -0.047
3 C -0.206
4 C -0.315
5 C 0.084
6 C -0.041

***

ORCA calculation (ωB97M-V with the def2-TZVPD basis set) on a 9-piece molecular cluster, C20H60N2O14 overall at a distorted geometry.

XYZ file:
```
96
C20H60N2O14 ωB97M-V with the def2-TZVPD basis set
C 2.361 4.208 -3.743
O 1.495 3.605 -2.797
C 0.133 3.813 -3.063
C -0.678 2.520 -3.041
C -0.306 1.660 -4.236
N -2.106 2.841 -3.086
H 3.377 4.120 -3.369
H 2.139 5.272 -3.882
H 2.256 3.717 -4.718
H -0.293 4.520 -2.341
H -0.060 4.262 -4.051
H -0.375 1.997 -2.132
H 0.714 1.290 -4.097
H -0.289 2.271 -5.146
H -0.987 0.830 -4.411
H -2.305 3.414 -3.902
H -2.279 3.479 -2.310
C -1.318 -4.949 1.775
O -1.271 -4.269 3.015
C -1.537 -5.105 4.119
C -2.935 -5.702 4.162
C -4.036 -4.682 4.348
N -3.045 -6.686 5.261
H -0.770 -4.332 1.063
H -2.325 -5.099 1.373
H -0.809 -5.916 1.858
H -0.802 -5.925 4.140
H -1.383 -4.497 5.015
H -3.133 -6.263 3.244
H -4.016 -4.000 3.488
H -3.945 -4.049 5.232
H -5.009 -5.170 4.325
H -3.185 -6.183 6.132
H -2.196 -7.226 5.384
O 5.144 -0.540 -3.701
C 4.852 0.081 -2.451
C 3.455 0.603 -2.308
O 2.541 -0.404 -1.973
H 4.760 -1.427 -3.708
H 5.089 -0.626 -1.633
H 5.627 0.823 -2.248
H 3.217 1.191 -3.198
H 3.576 1.383 -1.535
H 1.844 -0.097 -1.382
O -3.913 4.044 -0.638
C -3.339 4.089 0.663
C -3.273 2.712 1.285
O -2.494 1.859 0.426
H -3.741 3.176 -1.022
H -2.300 4.422 0.552
H -3.897 4.783 1.286
H -4.268 2.281 1.419
H -2.747 2.804 2.241
H -2.088 1.233 1.044
O -0.004 3.743 0.041
C 0.992 3.372 1.001
C 2.072 4.416 0.970
O 2.648 4.544 -0.332
H -0.766 3.158 0.155
H 0.528 3.245 1.984
H 1.420 2.410 0.692
H 2.884 4.076 1.624
H 1.737 5.399 1.306
H 2.192 3.945 -0.940
O 5.466 0.503 2.115
C 4.148 0.717 2.599
C 3.235 -0.365 2.085
O 1.889 0.098 2.133
H 5.919 1.350 2.116
H 4.141 0.749 3.700
H 3.728 1.699 2.344
H 3.352 -1.293 2.656
H 3.527 -0.620 1.059
H 1.415 -0.360 1.431
O -2.390 -0.234 2.224
C -2.467 -1.565 1.713
C -3.676 -1.874 0.843
O -3.259 -2.430 -0.390
H -2.728 -0.251 3.121
H -1.595 -2.039 1.264
H -2.568 -2.170 2.621
H -4.278 -0.966 0.695
H -4.338 -2.592 1.344
H -4.027 -2.811 -0.824
C 2.155 -2.852 -4.022
O 3.273 -2.814 -3.161
H 2.208 -2.080 -4.802
H 2.164 -3.812 -4.536
H 1.214 -2.708 -3.483
H 3.242 -1.986 -2.662
C -0.436 -0.985 -1.020
O 0.150 0.129 -0.323
H -1.520 -0.922 -0.958
H -0.236 -0.897 -2.095
H -0.030 -1.916 -0.638
H -0.508 0.830 -0.372
```

Properties
SMILES	COC[C@H](C)N.COC[C@H](C)N.OCCO.OCCO.OCCO.OCCO.OCCO.CO.CO
energy	-53353.799	eV
LUMO level	0.00574	hartree
maximum force	2.5	eV/A
multiplicity	1

Löwdin population analysis, charges in e, atoms 1 to 6:
1 C -0.087
2 O -0.212
3 C -0.225
4 C -0.434
5 C -0.052
6 N 0.063

***

ORCA calculation (ωB97M-V with the def2-TZVPD basis set) on C44H28AsN4PdS4 as an isolated structure at a distorted geometry.

XYZ file:
```
82
C44H28AsN4PdS4 ωB97M-V with the def2-TZVPD basis set
Pd 0.031 -0.327 0.510
C 4.040 5.933 -2.056
C 4.085 5.522 -0.731
C 3.341 4.428 -0.311
C 2.546 3.725 -1.212
C 2.506 4.146 -2.539
C 3.247 5.241 -2.961
C 1.737 2.544 -0.771
C 0.340 2.824 -0.481
C -0.126 4.214 -0.426
C -1.405 4.172 -0.035
C -1.760 2.765 0.088
N -0.620 1.969 -0.209
C -2.993 2.297 0.375
C -3.250 0.856 0.270
C -3.415 0.161 -0.863
C -3.216 -1.271 -0.872
C -2.320 -1.806 -0.006
C -1.830 -3.193 -0.172
C -2.823 -4.274 -0.308
C -2.629 -5.336 -1.192
C -3.564 -6.356 -1.291
C -4.713 -6.324 -0.514
C -4.928 -5.259 0.351
C -3.998 -4.238 0.447
C -0.502 -3.413 -0.128
N 0.414 -2.356 -0.138
C 1.626 -2.868 -0.066
C 2.841 -2.130 -0.088
C 4.123 -2.888 -0.015
C 4.967 -2.727 1.083
C 6.173 -3.411 1.161
C 6.551 -4.276 0.143
C 5.717 -4.450 -0.953
C 4.517 -3.759 -1.031
C 2.892 -0.761 -0.262
C 4.139 -0.064 -0.638
C 3.824 1.204 -0.886
C 2.379 1.361 -0.626
N 1.879 0.136 -0.235
C 1.546 -4.336 0.015
C 0.246 -4.663 -0.030
N -1.754 -1.087 1.062
C -4.048 3.142 0.977
C -3.747 4.041 2.000
C -4.756 4.792 2.586
C -6.070 4.647 2.167
C -6.381 3.733 1.167
C -5.378 2.976 0.587
H 4.619 6.788 -2.381
H 4.701 6.055 -0.017
H 3.364 4.100 0.722
H 1.887 3.602 -3.244
H 3.208 5.551 -3.998
H 0.476 5.083 -0.632
H -2.086 4.995 0.103
H -3.553 0.677 -1.808
H -3.613 -1.878 -1.676
H -1.752 -5.339 -1.827
H -3.398 -7.169 -1.986
H -5.445 -7.119 -0.592
H -5.826 -5.221 0.954
H -4.166 -3.404 1.118
H 4.661 -2.057 1.878
H 6.814 -3.272 2.022
H 7.491 -4.810 0.203
H 6.007 -5.119 -1.754
H 3.869 -3.885 -1.891
H 5.101 -0.541 -0.742
H 4.476 1.994 -1.220
H 2.391 -4.998 0.121
H -0.187 -5.647 0.046
H -2.732 4.105 2.370
H -4.513 5.475 3.390
H -6.856 5.225 2.637
H -7.408 3.602 0.850
H -5.614 2.246 -0.178
S 1.553 2.990 2.564
As 0.312 1.444 3.121
S 0.955 -0.525 2.877
S -2.900 -0.060 1.736
S -1.320 1.855 4.294
```

Properties
energy	-159703.852	eV
net charge	-1
LUMO level	0.03407	hartree
maximum force	1.1	eV/A
multiplicity	1

Löwdin population analysis, charges in e, atoms 1 to 6:
1 Pd 0.731
2 C -0.105
3 C -0.080
4 C -0.042
5 C -0.237
6 C -0.034

***

ORCA calculation (ωB97M-V with the def2-TZVPD basis set) on a single CH2ClO2P molecule at a distorted geometry.

XYZ file:
```
7
CH2ClO2P ωB97M-V with the def2-TZVPD basis set
C 1.478 0.210 0.078
O 0.414 -0.605 -0.180
O -0.786 1.609 0.119
P -1.043 0.215 0.067
Cl 2.930 -0.717 -0.214
H -1.397 -0.484 1.247
H -1.595 -0.229 -1.117
```

Properties
energy	-26973.318	eV
LUMO level	0.00011	hartree
maximum force	3.5	eV/A
multiplicity	1

Löwdin population analysis, charges in e, atoms 1 to 6:
1 C -0.508
2 O -0.417
3 O -0.359
4 P 0.644
5 Cl 0.569
6 H 0.041

***

Which of these has the highest energy? C5H9NO2